Below is a molecular structure, C30H44InN6O6S2 in a non-equilibrium geometry, with properties calculated with ωB97M-V with the def2-TZVPD basis set.

As for the relative energy (zero: lowest compared OMol25 entry of this formula, charge and spin): 0.984 eV. For the lowest unoccupied orbital energy, the calculation gives -8.5 eV. The largest force on an atom comes out at 1.038 eV/Å. Its total energy is -2935.14242 Eh. The HOMO energy comes out at -15.119 eV.

ORCA input file:
```
! wB97M-V def2-TZVPD RIJCOSX def2/J DEFGRID3
* xyz 3 1
In -0.42 -0.27 0.30
C -0.55 -1.72 3.24
C 0.82 -1.11 3.28
O 1.26 -1.13 1.92
C 2.61 -0.67 1.78
C 2.75 0.81 2.08
O 1.67 1.48 1.41
C 1.17 2.60 2.16
C -0.24 2.81 1.67
O -0.98 1.58 1.73
C -1.59 1.29 3.00
C -2.28 -0.04 2.82
O -1.36 -1.00 2.30
H -1.03 -1.73 4.23
H -0.50 -2.73 2.86
H 1.48 -1.72 3.91
H 0.82 -0.09 3.66
H 2.87 -0.88 0.75
H 3.27 -1.26 2.42
H 3.71 1.17 1.73
H 2.69 1.02 3.15
H 1.77 3.49 1.99
H 1.20 2.38 3.23
H -0.24 3.10 0.62
H -0.76 3.59 2.23
H -2.32 2.07 3.24
H -0.82 1.28 3.78
H -3.07 0.04 2.07
H -2.73 -0.38 3.75
C -3.46 -7.37 -3.64
C -3.00 -6.19 -2.85
C -3.59 -4.93 -3.05
C -3.20 -3.84 -2.29
C -2.21 -4.02 -1.33
C -1.60 -5.25 -1.12
C -2.01 -6.32 -1.88
S -1.69 -2.64 -0.44
O -2.80 -1.83 0.04
O -0.72 -3.01 0.58
N -0.89 -1.59 -1.41
C 0.38 -1.99 -1.84
C 0.56 -2.84 -2.93
C 1.85 -3.13 -3.33
C 2.91 -2.51 -2.66
C 2.63 -1.66 -1.62
N 1.38 -1.40 -1.19
H -3.89 -7.07 -4.60
H -4.24 -7.91 -3.09
H -2.65 -8.07 -3.82
H -4.36 -4.82 -3.79
H -3.67 -2.88 -2.44
H -0.83 -5.36 -0.36
H -1.55 -7.29 -1.72
H -0.31 -3.26 -3.42
H 2.03 -3.80 -4.16
H 3.93 -2.69 -2.95
H 3.45 -1.16 -1.11
N -5.05 4.56 -3.13
C -4.02 3.85 -3.60
S -3.41 3.99 -5.12
C -3.39 2.90 -2.62
C -3.33 3.14 -1.26
C -2.59 2.30 -0.45
N -1.94 1.21 -0.89
C -2.09 0.93 -2.20
C -2.78 1.74 -3.08
H -5.51 5.21 -3.76
H -5.51 4.35 -2.26
H -3.78 4.02 -0.81
H -2.54 2.50 0.61
H -1.61 0.04 -2.55
H -2.84 1.48 -4.13
N 1.84 3.17 -4.42
C 2.14 3.68 -3.03
C 1.24 2.97 -2.03
N 1.30 1.51 -2.09
C 1.09 1.04 -3.46
C 2.01 1.68 -4.48
H 2.44 3.64 -5.11
H 0.87 3.42 -4.66
H 1.98 4.76 -3.03
H 3.20 3.48 -2.86
H 0.20 3.27 -2.21
H 1.52 3.30 -1.03
H 2.18 1.16 -1.72
H 0.05 1.25 -3.73
H 1.22 -0.04 -3.50
H 1.79 1.36 -5.50
H 3.06 1.48 -4.26
*
```